No. 1
This record from the OMol25 dataset describes an isolated ion of composition C4H11N2S and charge -1 at a distorted geometry. The level of theory is ωB97M-V with the def2-TZVPD basis set.

The geometry in XYZ format:
```
18
C4H11N2S | the OMol25 dataset | ωB97M-V with the def2-TZVPD basis set
C 0.0271 0.2559 -2.1244
C 0.0808 0.5783 -0.5894
C -1.0784 -0.2222 0.1458
S -2.7089 0.4651 -0.1815
N 1.4823 -0.0354 -0.1507
C 1.5845 -0.4619 1.1987
N 2.9356 -0.9058 1.8245
H 0.8285 -0.5258 -2.4011
H 0.1349 1.0915 -2.8834
H -0.8786 -0.3199 -2.3559
H -0.1564 1.6672 -0.1852
H -0.7705 -1.2666 -0.1188
H -0.8761 -0.0723 1.2012
H 1.7832 -0.6193 -0.9108
H 1.1019 0.3383 1.8770
H 0.8278 -1.3490 1.2271
H 3.6444 -0.3285 1.2780
H 3.0936 -0.3697 2.6751
```

Calculated values
Total energy   -18140.681 eV
Structure (SMILES)   C[C@@H](C[S-])NCN
Energy relative to the best compared isomer or geometry (same formula, charge and spin)   55.8 kcal per mole
Gap between HOMO and LUMO   6.2 eV
Maximum force   3.52 eV Å⁻¹
Net charge   -1
Spin multiplicity   1


No. 2
This record from the OMol25 dataset describes an isolated ion of composition C4H11N2S and charge -1 at a distorted geometry. The level of theory is ωB97M-V with the def2-TZVPD basis set.

The geometry in XYZ format:
```
18
C4H11N2S | the OMol25 dataset | ωB97M-V with the def2-TZVPD basis set
N -1.0408 -1.7014 0.2850
C -0.1623 -1.4590 1.4296
N 0.7302 -0.3118 1.4199
C 0.3191 0.9638 0.8081
C 0.7206 1.1171 -0.6751
C -0.4241 0.8937 -1.6890
S 0.1858 0.0068 -3.2171
H -0.5040 -1.5394 -0.5662
H -1.7441 -0.9700 0.2784
H -0.7715 -1.4471 2.3269
H 0.4839 -2.3327 1.5148
H 1.5858 -0.6036 0.9710
H -0.7575 1.1202 0.8582
H 0.8318 1.7146 1.3994
H 1.4986 0.3934 -0.9509
H 1.1161 2.1025 -0.8639
H -1.1941 0.1947 -1.3781
H -0.8735 1.8583 -1.9509
```

Calculated values
Total energy   -18142.146 eV
Structure (SMILES)   NCNCCC[S-]
Energy relative to the best compared isomer or geometry (same formula, charge and spin)   22.0 kcal per mole
Gap between HOMO and LUMO   6.3 eV
Maximum force   1.33 eV Å⁻¹
Net charge   -1
Spin multiplicity   1


No. 3
This record from the OMol25 dataset describes an isolated ion of composition C4H11N2S and charge +1 at a distorted geometry. The level of theory is ωB97M-V with the def2-TZVPD basis set.

The geometry in XYZ format:
```
18
C4H11N2S | the OMol25 dataset | ωB97M-V with the def2-TZVPD basis set
C 0.1494 -0.2614 -0.1275
C -0.4852 1.8108 1.1440
C -0.1614 -3.0647 0.6377
C 0.4587 1.4280 0.0155
N -0.1269 -0.6540 -1.3156
N 0.3386 2.0134 -1.3257
S 0.4359 -1.3944 1.1803
H -0.3329 2.7866 1.5782
H -0.3440 0.8907 1.8956
H -1.3973 1.9170 0.6467
H -0.5216 -3.5027 1.4862
H 0.7992 -3.6737 0.2975
H -0.8979 -3.0035 -0.0539
H 1.3725 1.3337 0.5446
H -0.1910 -1.6345 -1.5699
H -0.3861 0.1654 -1.9070
H 1.2462 1.8677 -1.7750
H 0.0438 2.9753 -1.3517
```

Calculated values
Total energy   -18134.053 eV
Energy relative to the best compared isomer or geometry (same formula, charge and spin)   33.8 kcal per mole
Gap between HOMO and LUMO   10.3 eV
Maximum force   5.75 eV Å⁻¹
Net charge   +1
Spin multiplicity   1


No. 4
This record from the OMol25 dataset describes the molecule C4H11N3 at a distorted geometry. The level of theory is ωB97M-V with the def2-TZVPD basis set.

The geometry in XYZ format:
```
18
C4H11N3 | the OMol25 dataset | ωB97M-V with the def2-TZVPD basis set
H -2.9538 -1.0524 -2.3017
N -2.4493 -1.4372 -1.4361
C -1.2914 -0.8742 -1.1961
N -0.6328 -1.2221 -0.1066
C -0.4344 -0.2432 0.8629
C 1.0625 0.0613 1.1388
C 1.7168 0.9482 0.1089
N 1.6591 2.3618 0.4442
H -0.8412 -0.3439 -2.0227
H -0.6939 -2.1912 0.1129
H -0.7358 0.7064 0.3845
H -0.9925 -0.6000 1.7151
H 1.6989 -0.8511 1.2385
H 1.0962 0.3960 2.1982
H 1.1764 0.8692 -0.8744
H 2.7450 0.5619 -0.0553
H 2.4271 2.5326 1.0968
H 0.7133 2.7027 0.7111
```

Calculated values
Total energy   -8794.808 eV
Structure (SMILES)   [H]/N=C/NCCCN
Energy relative to the best compared isomer or geometry (same formula, charge and spin)   64.8 kcal per mole
Gap between HOMO and LUMO   9.8 eV
Maximum force   6.08 eV Å⁻¹
Net charge   0
Spin multiplicity   1


No. 5
This record from the OMol25 dataset describes C4H11N3 as an isolated structure at a distorted geometry. The level of theory is ωB97M-V with the def2-TZVPD basis set.

The geometry in XYZ format:
```
18
C4H11N3 | the OMol25 dataset | ωB97M-V with the def2-TZVPD basis set
C 0.2760 -1.4463 0.1893
C 0.3821 0.6139 1.4838
N 0.1770 0.0260 0.1429
C -1.4303 0.5083 -0.5071
N -2.2818 -0.3692 -0.1194
H -3.2330 -0.1699 -0.4143
H -1.7216 1.5667 -0.5530
H 1.3087 0.2646 1.9388
H 0.4189 1.6977 1.3950
H -0.5366 -1.8275 0.8012
H 0.1484 -1.8406 -0.8164
H 1.2222 -1.7617 0.6280
H -0.4667 0.3227 2.1017
C 1.0423 0.6242 -0.9686
N 2.0996 0.1201 -1.4750
H 2.1846 -0.8898 -1.4081
H 1.0266 1.7080 -0.8481
H -0.6162 0.8527 -1.5707
```

Calculated values
Total energy   -8791.306 eV
Energy relative to the best compared isomer or geometry (same formula, charge and spin)   145.6 kcal per mole
Gap between HOMO and LUMO (spin up / spin down)   7.8 / 7.8 eV
Maximum force   2.42 eV Å⁻¹
Net charge   0
Spin multiplicity   1


No. 6
This record from the OMol25 dataset describes an isolated ion of composition C4H11N3 and charge +2 at a distorted geometry. The level of theory is ωB97M-V with the def2-TZVPD basis set.

The geometry in XYZ format:
```
18
C4H11N3 | the OMol25 dataset | ωB97M-V with the def2-TZVPD basis set
C -1.5157 0.3948 0.2208
C 1.1155 -0.9556 -0.0646
C -0.3303 -1.6811 -0.3288
C 1.1822 0.4562 -0.5220
N -1.4084 -0.9368 0.2778
N -2.5199 1.1726 0.2337
N 1.9091 1.4286 0.2137
H 1.2796 -1.1098 0.9758
H 1.8365 -1.5804 -0.7738
H -0.4263 -1.8336 -1.4739
H -0.3963 -2.7274 0.0371
H 1.0052 0.8309 -1.5323
H -2.0590 -1.4787 0.8681
H -2.5566 2.2136 0.4262
H -3.4628 0.7295 0.4083
H 1.3660 2.3485 0.1180
H 2.8750 1.7338 -0.2539
H 2.1064 0.9948 1.1696
```

Calculated values
Total energy   -8775.549 eV
Energy relative to the best compared isomer or geometry (same formula, charge and spin)   82.4 kcal per mole
Gap between HOMO and LUMO (spin up / spin down)   9.1 / 7.8 eV
Maximum force   3.33 eV Å⁻¹
Net charge   +2
Spin multiplicity   1


No. 7
This record from the OMol25 dataset describes the molecule C4H11N3O at a distorted geometry. The level of theory is ωB97M-V with the def2-TZVPD basis set.

The geometry in XYZ format:
```
19
C4H11N3O | the OMol25 dataset | ωB97M-V with the def2-TZVPD basis set
C 0.9101 -1.4944 -1.1693
C 0.6940 1.5604 0.8830
C 0.1664 0.4914 -0.0513
C -0.5505 0.9966 -1.2534
O 1.1677 -0.4560 -0.2410
H 0.8710 -1.1218 -2.1950
H 1.7442 -2.1868 -1.0779
H -0.0270 -2.0126 -0.9437
H 1.4322 2.1682 0.3588
H -0.1185 2.2038 1.2108
H 1.1624 1.1037 1.7512
H 0.0815 1.0250 -2.1383
H -0.9993 1.9696 -1.0688
N -0.6749 -0.9336 1.9800
N -1.1117 -0.3087 0.7881
N -2.1939 -0.4039 0.3286
H -1.3571 -1.6029 2.3174
H 0.2637 -1.2999 1.8845
H -1.4604 0.3021 -1.3635
```

Calculated values
Total energy   -10841.011 eV
Energy relative to the best compared isomer or geometry (same formula, charge and spin)   96.9 kcal per mole
Gap between HOMO and LUMO   8.6 eV
Maximum force   1.68 eV Å⁻¹
Net charge   0
Spin multiplicity   1


No. 8
This record from the OMol25 dataset describes a 2-piece molecular cluster, C4H11N3O overall. The level of theory is ωB97M-V with the def2-TZVPD basis set.

The geometry in XYZ format:
```
19
C4H11N3O | the OMol25 dataset | ωB97M-V with the def2-TZVPD basis set
N -2.0237 -1.3401 0.1731
N -2.0424 -0.1897 -0.6331
C -1.3730 0.9807 -0.3656
N -1.0009 1.1606 0.9418
O -1.1368 1.7901 -1.2407
H -2.4916 -1.1651 1.0577
H -1.0604 -1.6266 0.3667
H -2.1943 -0.3777 -1.6121
H -1.4836 0.6715 1.6800
H -0.6813 2.0871 1.1633
C 1.0775 -0.9074 -1.1798
C 1.6229 -0.7364 0.0164
C 2.2334 0.5530 0.4798
H 1.0368 -0.1053 -1.9019
H 0.6583 -1.8535 -1.4834
H 1.6507 -1.5455 0.7327
H 3.3155 0.4192 0.5570
H 2.0277 1.3638 -0.2153
H 1.8652 0.8214 1.4635
```

Calculated values
Total energy   -10843.555 eV
Structure (SMILES)   NNC(N)=O.C=CC
Energy relative to the best compared isomer or geometry (same formula, charge and spin)   38.2 kcal per mole
Gap between HOMO and LUMO   10.4 eV
Maximum force   0.47 eV Å⁻¹
Net charge   0
Spin multiplicity   1


No. 9
This record from the OMol25 dataset describes the molecule C4H11N3O at a distorted geometry. The level of theory is ωB97M-V with the def2-TZVPD basis set.

The geometry in XYZ format:
```
19
C4H11N3O | the OMol25 dataset | ωB97M-V with the def2-TZVPD basis set
H 2.4108 -0.5202 0.6118
N 3.0224 -0.2351 -0.1866
C 2.2092 0.2484 -1.0753
C 0.6962 0.4271 -0.8612
O 0.4340 1.6723 -0.2331
N 0.1903 -0.7073 -0.0583
N 0.5749 -0.5782 1.3487
C -1.2636 -0.9051 -0.2027
C -2.1851 0.0604 0.5402
H 2.6211 0.6229 -2.0266
H 0.2457 0.4297 -1.8608
H 0.9825 2.3347 -0.6841
H 0.2908 0.3441 1.7024
H 0.1053 -1.2745 1.9320
H -1.4991 -1.9231 0.1336
H -1.5252 -0.8922 -1.2686
H -1.9896 1.1040 0.2822
H -3.2278 -0.1532 0.2811
H -2.0928 -0.0548 1.6253
```

Calculated values
Total energy   -10842.138 eV
Structure (SMILES)   [H]/N=C\[C@H](O)N(N)CC
Energy relative to the best compared isomer or geometry (same formula, charge and spin)   70.9 kcal per mole
Gap between HOMO and LUMO   9.4 eV
Maximum force   2.51 eV Å⁻¹
Net charge   0
Spin multiplicity   1


No. 10
This record from the OMol25 dataset describes C4H11N3O as an isolated structure at a distorted geometry. The level of theory is ωB97M-V with the def2-TZVPD basis set.

The geometry in XYZ format:
```
19
C4H11N3O | the OMol25 dataset | ωB97M-V with the def2-TZVPD basis set
C 0.0779 0.1972 0.7509
C -0.5058 2.7854 1.2579
C 1.5427 -1.3823 -1.0321
N 0.1680 -1.2224 -0.5930
C -0.8033 0.2908 -0.3578
N -0.5682 -2.3946 -0.3287
O -0.7725 1.4830 1.6747
N -1.7655 0.6442 -1.0117
H -0.6374 -2.9870 -1.1525
H -0.1358 -2.9331 0.4245
H -2.0136 0.0485 -1.7989
H 1.0178 0.7346 0.6546
H -0.0501 -0.5150 1.5546
H 0.5046 2.8988 0.8112
H -0.5725 3.4854 2.1026
H -1.2205 3.1225 0.4871
H 2.1617 -1.8279 -0.2394
H 1.6096 -2.0228 -1.9187
H 1.9628 -0.4052 -1.2852
```

Calculated values
Total energy   -10838.059 eV
Energy relative to the best compared isomer or geometry (same formula, charge and spin)   164.9 kcal per mole
Gap between HOMO and LUMO   8.8 eV
Maximum force   4.94 eV Å⁻¹
Net charge   0
Spin multiplicity   1


No. 11
This record from the OMol25 dataset describes a 2-piece molecular cluster, C4H11N3O overall at a distorted geometry. The level of theory is ωB97M-V with the def2-TZVPD basis set.

The geometry in XYZ format:
```
19
C4H11N3O | the OMol25 dataset | ωB97M-V with the def2-TZVPD basis set
C 1.2156 -0.2133 0.6965
C -2.4972 0.0221 -0.1472
C -0.1233 0.2591 0.5632
C -1.1430 -0.5645 0.0662
N 2.0757 1.2281 -0.8481
N -0.3149 1.6190 0.6211
N -0.9755 -1.8539 -0.3303
O 1.6171 -1.4786 0.3518
H 2.5598 -1.5760 0.5125
H 1.8501 0.2947 1.4144
H 2.8667 1.8631 -0.8240
H 1.9482 0.8563 -1.7825
H 0.1174 2.0187 1.4537
H 1.1822 1.7132 -0.4891
H -0.1029 -2.3148 -0.1223
H -1.7948 -2.4194 -0.4900
H -2.6343 0.2794 -1.2027
H -3.2867 -0.6812 0.1355
H -2.5602 0.9481 0.4213
```

Calculated values
Total energy   -10841.077 eV
Energy relative to the best compared isomer or geometry (same formula, charge and spin)   95.3 kcal per mole
Gap between HOMO and LUMO (spin up / spin down)   6.5 / 6.5 eV
Maximum force   1.64 eV Å⁻¹
Net charge   0
Spin multiplicity   1


No. 12
This record from the OMol25 dataset describes the molecule C4H11N3O. The level of theory is ωB97M-V with the def2-TZVPD basis set.

The geometry in XYZ format:
```
19
C4H11N3O | the OMol25 dataset | ωB97M-V with the def2-TZVPD basis set
C 0.7402 -0.5741 -1.1435
C 0.5686 0.1869 1.7327
N -0.0180 0.6238 -0.6416
C -0.1618 0.9401 0.6232
N 0.1932 -1.8213 -0.6673
N 0.7668 -0.4513 -2.5820
C -1.3101 1.5858 1.1695
O -0.4730 -0.6133 2.1916
H -1.3956 0.4465 1.8305
H -0.6259 1.0613 -1.3244
H 1.7575 -0.4717 -0.7694
H 0.0313 -1.8123 0.3428
H -0.7053 -2.0068 -1.1030
H -0.0784 -0.8296 -2.9988
H 1.5472 -0.9702 -2.9626
H 0.9518 0.9109 2.4752
H 1.4388 -0.3743 1.3639
H -1.1165 2.2972 1.9688
H -2.1110 1.8726 0.4947
```

Calculated values
Total energy   -10841.702 eV
Energy relative to the best compared isomer or geometry (same formula, charge and spin)   80.9 kcal per mole
Gap between HOMO and LUMO   8.8 eV
Maximum force   0.28 eV Å⁻¹
Net charge   0
Spin multiplicity   1